138
Properties=species:S:1:pos:R:3:forces:R:3 method="wB97M-V/def2-TZVPD" homo_lumo_gap_ev=7.713 homo_ev=-5.33 total_charge=-2 spin_multiplicity=1
K 10.30760 24.48566 17.40039 0.02 -0.09 -0.13
S 12.55947 23.26066 14.25449 4.48 -1.10 -2.21
S 6.27210 20.83826 10.54627 0.47 -1.40 1.90
S 10.16083 22.49980 14.00255 -0.31 -1.82 -0.95
S 12.63432 25.70646 22.78365 -1.81 1.08 2.71
S 6.35298 23.22050 9.80668 -0.23 1.60 0.78
S 13.94931 26.31864 20.72445 3.18 0.09 1.09
F 6.96715 19.28007 8.34800 -1.01 -0.23 1.37
F 13.54608 26.13854 18.19947 -0.46 -0.14 -0.72
F 7.05321 18.31550 10.33053 -0.05 0.30 -0.69
F 12.05167 23.21883 23.85399 1.19 -0.39 -0.72
F 5.09541 25.65174 9.48836 0.62 -1.26 -0.76
F 15.03056 23.01047 15.01602 0.58 0.93 0.82
F 13.87551 24.68105 16.01364 1.01 -1.03 0.96
F 8.31936 24.47796 14.43660 0.64 2.92 -0.07
F 13.61586 22.49485 16.51709 0.12 -0.43 2.64
F 13.74905 24.24708 24.86609 -1.48 0.16 -0.25
F 12.15171 24.95739 19.39376 0.90 -1.02 -0.95
F 8.17391 22.93205 15.88446 0.93 0.04 0.86
F 4.71894 24.19652 7.83176 0.03 0.21 1.25
F 5.09323 18.65370 9.46621 1.43 0.68 -0.67
F 11.59126 24.70831 25.15137 -0.29 1.77 1.77
F 3.67660 24.12997 9.77434 0.32 -1.07 -0.38
F 14.36567 24.32481 19.03464 -1.81 -0.02 0.00
F 7.46942 22.63027 13.89044 1.65 0.15 0.44
O 2.57456 25.32952 13.68316 1.26 -0.38 2.28
O 11.40411 25.60963 22.00834 -0.19 0.20 1.49
O 13.05252 28.84783 8.98050 0.71 0.01 -0.43
O 12.82130 24.38552 13.39863 0.24 0.73 0.13
O 12.81724 21.96779 13.58948 -0.51 1.45 1.68
O 4.13035 26.73392 17.57324 0.64 1.42 0.84
O 7.53014 23.69857 9.06387 -2.19 -0.78 1.11
O 16.35518 28.76199 13.21071 -1.52 -0.01 0.60
O 19.49876 25.80655 14.73583 -0.52 -0.61 0.35
O 10.13761 21.07955 14.31944 -0.35 1.98 0.69
O 7.67184 21.14419 10.96244 -2.70 -1.20 -0.72
O 5.11866 25.44055 15.12941 0.16 1.40 0.02
O 13.02069 26.97120 23.41941 -1.26 -1.48 0.01
O 17.03394 26.96799 15.05137 0.00 -0.31 0.44
O 14.62874 21.40868 8.61673 1.09 -0.43 1.02
O 15.90082 20.99633 5.91951 -0.02 -0.81 2.24
O 13.15953 27.53541 20.72034 -0.33 -1.68 -0.24
O 9.58638 27.00786 11.51726 1.57 -0.63 0.74
O 12.15111 22.63496 8.62768 0.51 0.89 1.32
O 15.37766 26.59152 20.57060 -1.45 -1.07 -0.23
O 10.28171 22.76938 12.57251 -0.45 0.91 2.31
O 12.40898 27.97841 11.69145 0.15 0.67 0.44
O 5.21565 20.70233 11.58633 2.34 -0.32 -2.04
O 6.28273 23.50036 11.29321 -0.01 -0.61 -3.79
N 13.78688 25.11133 21.97966 1.80 1.33 -3.36
N 5.80499 21.67631 9.27775 1.04 3.43 1.47
N 11.23764 23.40788 15.03604 -3.37 -1.51 -0.60
C 5.20688 26.83581 15.32888 0.24 0.45 1.57
C 4.85904 24.32349 9.17952 0.41 1.05 -0.05
C 16.26200 20.39808 7.22889 0.22 -0.49 -0.85
C 14.29581 22.25707 9.74228 0.14 -0.40 -1.09
C 17.27401 25.76073 15.77405 0.28 -0.50 -1.11
C 16.43229 29.96785 12.48598 1.20 -0.17 -0.04
C 13.95254 28.14109 9.86337 -0.27 0.26 0.73
C 12.78958 22.32656 9.91151 -0.35 -0.32 -1.44
C 13.91724 23.38382 15.64488 -2.73 0.27 -4.98
C 5.10277 25.01241 13.74226 -2.31 -0.95 1.79
C 10.73722 22.89982 8.78129 0.80 -1.61 0.64
C 18.38201 24.97081 15.05771 0.03 0.99 -0.90
C 10.70118 26.37682 12.22447 -1.14 -0.69 0.07
C 13.45454 25.29845 19.21646 1.37 1.72 1.91
C 15.69743 28.87566 14.50985 1.46 -0.80 -0.12
C 15.69582 27.46564 15.16712 0.51 -0.28 -0.52
C 12.51779 24.40761 24.29922 0.64 -0.50 -2.54
C 16.05178 21.17615 8.49537 -1.66 1.49 -1.08
C 11.70261 27.34516 12.75513 -0.07 0.40 -1.02
C 5.25728 27.23545 16.85806 -0.11 -0.48 -1.39
C 1.34405 25.55751 13.07042 0.76 -0.29 -0.72
C 8.47569 23.22914 14.61255 -1.86 -3.49 -1.65
C 17.01454 21.31239 5.13211 0.33 0.37 0.93
C 6.36403 19.18488 9.55981 -0.49 -0.30 1.21
C 13.26009 27.18092 10.89637 -0.29 1.59 -1.11
C 8.32761 26.52707 11.88379 -1.19 0.22 -0.23
C 3.87361 27.60031 18.69030 -0.68 -0.30 0.09
C 20.37526 26.01861 15.83323 -0.42 -0.19 -1.32
C 13.72382 29.59394 7.93577 0.39 -1.08 0.64
C 3.82647 25.51574 12.98884 -0.90 1.00 -0.71
H 12.42679 21.35203 10.23828 -0.13 -0.12 0.14
H 4.69086 27.72244 19.40113 0.47 -0.32 -0.18
H 8.21300 25.46495 12.10027 0.55 -0.22 -0.30
H 5.36530 28.31687 16.94149 -0.87 0.53 -0.47
H 15.41441 27.40523 16.21843 -0.14 0.91 0.29
H 19.90317 26.58204 16.63808 0.04 -0.08 0.19
H 10.49672 23.49345 9.66325 0.15 0.74 -0.32
H 13.04342 30.23388 7.37396 -0.31 -0.29 0.34
H 15.76850 19.43887 7.38531 -0.86 0.15 -0.53
H 14.04829 26.74034 11.50689 0.12 -0.31 -0.06
H 14.77521 21.85060 10.63282 -0.20 0.00 0.33
H 12.37171 26.83905 13.45102 0.18 -0.14 0.00
H 7.62805 26.76794 11.08336 0.15 -0.20 -0.35
H 3.64504 25.07109 12.01034 0.88 -0.38 -0.12
H 20.70280 25.02049 16.12406 0.45 0.17 0.64
H 6.22473 27.01814 17.31074 0.10 -1.26 0.25
H 17.03563 29.76690 11.60071 -0.22 -0.35 -0.22
H 16.53326 22.15389 8.47791 0.26 0.27 -0.21
H 16.68613 21.93455 4.29954 -0.05 -0.55 -0.27
H 12.56254 23.04940 10.69513 -0.18 0.21 -0.03
H 14.72651 23.24038 9.55335 -0.03 0.30 -0.04
H 3.56484 28.60903 18.41598 0.19 0.18 -0.62
H 16.57599 20.62218 9.27411 -0.57 -0.34 0.58
H 17.07239 30.67595 13.01226 -0.28 0.47 0.44
H 17.28903 20.03843 7.29181 0.63 0.49 -0.72
H 17.55058 25.91744 16.81667 -0.18 0.36 0.18
H 11.18681 25.60299 11.62997 -0.12 0.15 -0.49
H 3.87529 26.58801 12.79924 0.41 0.33 -0.10
H 14.23214 28.91245 7.25365 -0.29 -0.35 -0.35
H 4.90736 23.96647 13.97877 0.41 -0.33 -0.90
H 16.36012 29.48092 15.12840 0.06 0.27 0.18
H 1.37515 24.99112 12.13964 -0.70 -0.04 -0.34
H 3.02407 27.24130 19.27124 0.04 -0.54 -0.20
H 12.67369 26.44320 10.34864 0.18 -0.31 0.01
H 4.40909 27.41258 14.86093 -0.47 -0.30 -0.01
H 15.50923 30.43836 12.14737 -0.38 -0.19 0.38
H 10.31083 21.93475 9.05504 -0.58 -0.18 -0.28
H 15.00987 26.75243 14.71006 -0.13 0.09 -0.65
H 1.10344 26.59817 12.85311 0.36 0.42 -0.13
H 18.64755 24.04570 15.56935 0.33 0.12 0.72
H 10.32529 23.23479 7.82934 0.16 0.23 0.31
H 14.51228 28.89124 10.42200 -0.03 0.21 0.34
H 16.41529 25.09225 15.71218 -0.34 0.11 0.32
H 17.70815 21.93967 5.69205 0.24 0.23 0.18
H 17.57105 20.40508 4.89722 0.00 -0.06 -0.70
H 10.35271 25.79126 13.07523 -0.45 0.06 0.23
H 18.03584 24.58618 14.09838 -0.30 0.43 -0.17
H 6.12081 27.27181 14.92547 0.47 -0.16 -0.32
H 14.56358 30.20371 8.26904 -0.12 0.36 0.73
H 21.17078 26.60186 15.36946 0.28 -0.06 0.52
H 14.73393 29.38398 14.47275 -0.25 -0.35 -0.25
H 11.15490 28.13023 13.27647 0.19 0.24 0.01
H 0.55104 25.22062 13.73805 0.20 -0.34 -0.01
H 14.73924 27.57343 9.36642 -0.22 -0.29 -0.67
H 7.87704 27.05247 12.72585 0.34 0.30 0.66
H 6.09558 25.13862 13.31040 -0.48 0.28 -0.63


119
Properties=species:S:1:pos:R:3:forces:R:3 method="wB97M-V/def2-TZVPD" homo_lumo_gap_ev=8.856 homo_ev=-9.58 spin_multiplicity=1
I 4.64246 0.46540 4.95269 -0.71 -0.40 -1.20
I 4.40756 -1.16420 0.06696 0.52 0.33 0.87
S 0.27237 0.92093 2.17001 -4.75 2.37 3.01
O 4.17544 -1.30255 -4.97888 -0.13 0.23 0.12
O 4.24637 0.15009 11.33896 0.02 0.00 -0.15
O -6.42633 2.22259 2.87744 0.19 -0.08 -0.11
O -5.15915 -5.96508 -6.84385 -0.01 -0.28 -0.06
O 8.35587 4.20760 -2.73171 -0.13 0.03 0.02
O 3.78703 0.67055 -6.02391 0.01 -0.06 0.14
O -0.63991 1.58385 1.20306 3.86 -2.46 0.21
O -0.24721 1.34250 3.51866 2.92 -1.42 -2.65
O 0.23060 -0.76500 2.26820 0.88 1.89 -0.35
O -5.16161 3.11321 1.22167 -0.02 -0.05 0.08
O -6.22578 -3.45695 -0.66040 0.06 0.09 -0.11
O -5.28932 -2.47743 -2.47914 -0.02 0.06 0.16
O 4.23557 1.06894 9.26774 0.06 -0.20 0.01
O -0.93896 -4.47745 -5.16263 0.13 0.24 0.11
O 3.22582 0.29170 -3.86103 0.12 -0.15 -0.09
O -4.59890 6.99036 3.14423 -0.15 0.26 0.10
O 6.74484 5.41524 -1.69204 -0.02 -0.15 -0.19
O 1.09722 -4.30909 -4.17945 -0.13 0.06 -0.05
O 2.09797 -2.74269 4.10104 1.44 0.15 -1.66
O 4.74797 -1.02707 9.46892 -0.05 0.25 0.00
O 0.84150 -2.51204 4.64908 -1.11 0.75 0.53
O -5.64710 -7.91262 -7.65834 0.15 0.21 0.15
O -3.70748 -7.67308 -6.51102 -0.02 0.04 -0.03
O -0.31595 -2.55001 -4.39328 -0.05 -0.21 -0.05
O 1.93292 1.14138 1.92886 -2.15 -0.93 -0.09
O -5.17996 -1.44758 -0.58020 -0.05 -0.17 -0.22
O -5.63701 8.58473 4.18217 0.08 -0.11 -0.12
O 6.19934 4.23714 -3.42718 0.08 0.10 0.19
O -4.55750 1.25225 2.36514 -0.25 0.25 0.10
O -4.95515 8.94237 2.05037 -0.03 -0.04 0.13
C -0.68237 -5.86348 -5.38907 -0.03 -0.49 -0.16
C 6.55973 3.34361 -4.47982 0.00 -0.28 -0.36
C -5.05312 8.24358 3.02499 0.04 -0.22 0.13
C 3.85511 2.31286 9.85466 -0.12 0.41 0.09
C -5.62973 -2.55287 -1.18486 0.17 0.21 0.00
C 0.05506 -3.82813 -4.54159 -0.21 0.13 -0.05
C -6.17094 9.90696 4.19798 -0.17 0.34 0.09
C -3.36861 1.18525 1.57198 0.34 0.13 -0.17
C 3.97602 -0.13642 2.95906 1.09 -0.28 -2.20
C -5.36102 2.28123 2.06788 0.02 -0.16 0.21
C 2.44251 -0.00289 2.66359 0.15 -1.43 3.26
C 6.48777 -0.71340 2.45553 -0.12 -0.03 -0.91
C 4.74876 -1.79636 -6.18919 0.20 -0.27 -0.34
C 7.72842 5.86703 -0.76294 0.21 0.19 0.31
C 0.65155 -1.72875 -3.73915 0.22 0.28 0.11
C -5.69298 -3.59793 -3.26161 -0.12 -0.22 -0.18
C -5.32066 -9.28674 -7.85934 0.01 -0.43 -0.11
C 7.21714 4.58162 -2.62766 -0.21 0.08 0.02
C 3.73516 -0.04035 -5.05492 0.06 -0.13 0.13
C -5.45850 -1.37696 0.81934 -0.02 0.12 0.41
C 4.94481 -0.59468 2.07773 -0.19 0.75 1.95
C 1.95919 -2.69077 2.65426 -0.66 0.39 0.38
C 1.61785 -1.24169 2.12066 0.76 0.48 -2.15
C -4.73313 -7.22925 -6.95867 -0.34 0.14 -0.15
C 2.71225 1.62228 -3.79208 -0.20 0.43 0.11
C 4.95281 -2.17809 10.28675 0.08 -0.40 0.17
C -4.27415 -5.11774 -6.11408 0.27 0.27 0.12
C 4.39471 0.07186 10.14819 0.02 -0.05 -0.18
C -7.37439 3.26839 2.67036 -0.33 0.28 0.01
C -3.94754 6.49024 1.97568 0.25 -0.27 -0.35
H -5.38021 10.64382 4.04784 -0.09 -0.07 -0.15
H -5.24289 -9.80810 -6.90386 0.14 0.09 -0.07
H 5.62186 -1.20549 -6.47095 -0.17 0.06 -0.04
H -1.55190 -6.28259 -5.89469 -0.02 0.20 0.09
H 4.01005 -1.79919 -6.99222 0.10 0.15 0.04
H 7.12068 -0.80382 1.51749 -0.94 0.07 1.05
H -4.63764 6.46471 1.13118 0.10 0.12 0.05
H -6.12829 -9.73731 -8.43483 -0.05 0.28 0.05
H -8.18962 3.11978 3.37751 0.20 -0.20 0.03
H -3.30620 -5.05013 -6.61346 -0.07 -0.08 0.13
H 1.57712 -1.69098 -4.31394 -0.03 -0.18 0.16
H 0.24333 -0.72049 -3.67450 -0.20 -0.18 -0.13
H 2.89253 2.22205 10.36023 0.16 -0.04 0.09
H 4.03382 -2.44764 10.80966 0.12 0.13 0.07
H -4.39402 -9.38354 -8.42746 0.00 0.02 0.18
H 6.70989 -1.62128 3.08502 -0.52 0.87 -0.58
H 3.50326 2.35051 -3.97747 -0.10 -0.06 -0.12
H 6.93641 2.40278 -4.07431 0.12 0.14 -0.02
H -5.36367 -3.42219 -4.28233 0.05 0.28 0.23
H 0.85017 -1.55182 4.86572 -0.02 -0.69 -0.12
H -2.75863 2.07396 1.71921 -0.24 -0.05 -0.07
H -4.98018 -2.20232 1.34994 -0.18 -0.05 -0.09
H -3.06840 7.09152 1.73745 -0.18 0.07 -0.04
H 4.62262 2.66308 10.54675 -0.13 -0.12 0.06
H -2.79666 0.31798 1.89773 -0.27 0.04 0.20
H 5.66190 3.13344 -5.06068 -0.05 0.17 0.19
H 2.32822 1.78033 -2.78476 0.12 -0.27 -0.02
H -6.94914 10.01741 3.44095 0.18 0.03 -0.05
H 0.18951 -5.99375 -6.03233 0.03 0.03 0.19
H 5.06805 -2.82195 -6.00887 -0.13 0.12 0.24
H -6.77965 -3.69923 -3.26167 0.09 -0.09 0.14
H -7.78082 3.22523 1.65843 0.16 0.09 0.03
H 1.71838 -1.19413 0.98528 0.34 -0.68 1.45
H -5.21993 -4.51171 -2.89721 -0.16 0.04 0.08
H 3.75620 3.04091 9.05026 0.07 -0.26 -0.10
H 0.84084 -2.08998 -2.72667 0.11 -0.07 -0.14
H 5.76381 -2.00703 10.99652 -0.17 0.05 0.04
H 1.18070 -3.46185 2.38665 0.62 1.08 -0.07
H -3.61671 1.05733 0.51623 0.03 0.18 0.05
H -6.53466 -1.37423 1.00076 0.08 -0.17 -0.03
H 8.15152 5.02652 -0.21037 0.07 0.05 -0.16
H 2.01189 0.16758 3.71089 0.64 -0.39 -1.11
H -5.04391 -0.44234 1.19236 -0.16 -0.31 -0.33
H 6.86709 0.19046 3.00897 -0.70 -0.85 -0.52
H 7.29852 3.80162 -5.13932 0.05 -0.09 0.15
H -3.62287 5.47213 2.18590 -0.18 0.10 0.20
H -4.71425 -4.12289 -6.08384 -0.13 -0.20 -0.24
H -4.15600 -5.47564 -5.09009 0.13 -0.07 -0.13
H -6.92166 4.24270 2.86272 0.02 -0.07 -0.15
H 7.23396 6.53239 -0.05619 -0.18 -0.10 -0.20
H 5.23335 -3.00253 9.63240 -0.05 0.24 -0.15
H 2.94299 -2.99483 2.18981 -0.97 0.43 0.75
H 1.89139 1.75591 -4.49875 0.18 0.02 -0.07
H -6.61608 10.07162 5.17863 0.11 -0.26 -0.02
H -0.54495 -6.38936 -4.44291 0.14 0.09 -0.08
H 8.51357 6.42612 -1.27446 0.01 -0.19 0.02


Across the entries above, energy takes the values -7933.00831, -4427.29866 Ha, respectively.